[1]
Computed, not measured: the molecule C19H16BFN2O4S in a non-equilibrium geometry, with ωB97M-V/def2-TZVPD.

The geometry in ORCA input format:
```
! wB97M-V def2-TZVPD RIJCOSX def2/J DEFGRID3
* xyz 0 1
O -3.64 0.89 0.77
C -2.66 0.31 0.26
N -2.59 -1.07 0.11
C -3.61 -1.82 0.67
C -3.98 -1.81 2.08
C -4.89 -2.66 2.64
C -5.56 -3.57 1.92
F -6.27 -4.59 2.54
C -5.35 -3.61 0.57
C -4.43 -2.78 -0.06
O -4.41 -2.60 -1.43
C -1.53 1.14 -0.32
C -1.70 2.54 -0.23
C -0.60 3.30 -0.50
C 0.67 2.72 -0.75
S 2.07 3.78 -0.66
C 3.36 2.67 -1.24
C 3.72 1.52 -0.24
C 3.87 1.82 1.12
C 4.45 0.91 1.98
C 4.71 -0.40 1.52
C 4.57 -0.68 0.13
C 4.03 0.26 -0.67
B 3.91 0.13 -2.21
O 2.65 0.10 -2.81
O 5.10 0.22 -2.96
N 0.78 1.42 -0.95
C -0.23 0.64 -0.62
H -2.17 -1.46 -0.67
H -3.51 -1.13 2.77
H -5.22 -2.50 3.62
H -5.98 -4.30 -0.02
H -4.88 -3.39 -1.93
H -2.61 2.95 0.11
H -0.69 4.38 -0.35
H 3.10 2.29 -2.25
H 4.36 3.12 -1.37
H 3.57 2.83 1.42
H 4.72 1.22 2.99
H 5.15 -1.21 2.03
H 5.00 -1.59 -0.26
H 1.96 0.40 -2.19
H 4.91 0.03 -3.87
H -0.13 -0.44 -0.71
*
```

## Properties
**SMILES**: O=C(Nc1ccc(F)cc1O)c1ccc(SCc2ccccc2B(O)O)nc1
**ΔE to the lowest compared entry with this formula, charge and spin**: 0.00 kJ/mol
**E**: -45363.7474 eV
**Frontier orbital gap**: 8.44 eV

[2]
Computed, not measured: a structure of composition C19H16Cl24N4O in a non-equilibrium geometry, with ωB97M-V/def2-TZVPD.

The geometry in ORCA input format:
```
! wB97M-V def2-TZVPD RIJCOSX def2/J DEFGRID3
* xyz 0 1
O 6.30 -2.69 0.33
C 5.09 -2.38 -0.40
C 5.27 -0.97 -1.07
C 4.03 -0.12 -0.77
N 4.27 1.14 -0.37
N 3.21 1.85 -0.08
C 2.03 1.23 -0.23
C 0.80 2.05 0.18
C -0.41 1.19 0.61
C -1.52 1.06 -0.50
C -1.83 -0.40 -0.79
C -2.83 -1.10 -0.11
C -3.11 -2.43 -0.41
C -2.39 -3.09 -1.39
C -1.37 -2.43 -2.09
C -1.14 -1.10 -1.78
N 1.79 -0.01 -0.66
N 2.87 -0.73 -0.95
H 6.10 -2.54 1.26
H 4.97 -3.14 -1.18
H 4.26 -2.38 0.32
H 6.18 -0.52 -0.66
H 5.34 -1.16 -2.15
H 1.11 2.63 1.06
H 0.54 2.79 -0.58
H -0.13 0.17 0.91
H -0.90 1.63 1.49
H -1.26 1.59 -1.42
H -2.45 1.52 -0.11
H -3.38 -0.54 0.68
H -3.91 -2.93 0.13
H -2.62 -4.13 -1.62
H -0.80 -2.95 -2.85
H -0.36 -0.58 -2.35
C 8.14 0.09 -3.51
Cl 6.94 -0.53 -4.66
Cl 9.50 0.78 -4.40
Cl 7.40 1.33 -2.49
Cl 8.72 -1.24 -2.49
C -6.47 0.60 1.79
Cl -5.72 1.00 3.34
Cl -7.96 -0.32 2.07
Cl -6.87 2.10 0.93
Cl -5.34 -0.36 0.81
C 8.15 -5.33 1.78
Cl 6.95 -5.93 0.64
Cl 9.50 -4.61 0.89
Cl 7.43 -4.10 2.83
Cl 8.75 -6.66 2.78
C -10.27 4.51 0.45
Cl -11.50 3.97 -0.71
Cl -8.89 5.18 -0.43
Cl -10.96 5.76 1.49
Cl -9.74 3.14 1.43
C 2.15 3.22 -3.92
Cl 2.27 4.85 -3.25
Cl 1.93 2.06 -2.60
Cl 0.76 3.13 -5.02
Cl 3.63 2.83 -4.80
C -8.45 0.80 6.92
Cl -7.49 0.89 5.43
Cl -9.35 2.30 7.15
Cl -9.58 -0.56 6.81
Cl -7.36 0.55 8.30
*
```

## Properties
**E**: -328503.0110 eV
**Frontier orbital gap**: 7.99 eV

[3]
Computed, not measured: a structure of composition C19H16Cl2IN5O3Pd, with ωB97M-V/def2-TZVPD.

The geometry in ORCA input format:
```
! wB97M-V def2-TZVPD RIJCOSX def2/J DEFGRID3
* xyz 2 5
Pd -0.37 -1.06 -0.08
C -1.14 2.45 2.46
C -1.14 1.15 1.75
N -0.36 0.92 0.69
N 0.43 1.82 0.22
C 1.26 1.31 -0.83
O 1.13 0.14 -1.22
C 2.20 2.25 -1.36
C 2.22 3.59 -0.93
C 3.14 4.46 -1.47
C 4.04 4.01 -2.43
C 4.03 2.69 -2.86
C 3.11 1.81 -2.34
C -1.97 0.03 2.19
C -2.79 0.14 3.30
C -3.56 -0.95 3.70
C -3.48 -2.12 2.97
C -2.64 -2.17 1.86
N -1.91 -1.13 1.48
H -0.51 3.17 1.95
H -0.79 2.32 3.48
H -2.16 2.85 2.51
H 1.52 3.93 -0.19
H 3.17 5.49 -1.15
H 4.77 4.70 -2.85
H 4.74 2.35 -3.61
H 3.09 0.77 -2.65
H -2.83 1.06 3.86
H -4.20 -0.88 4.57
H -4.06 -3.00 3.24
H -2.55 -3.07 1.26
Cl 4.19 -2.44 0.73
C 2.78 -2.94 1.68
Cl 2.52 -4.67 1.66
C 1.59 -2.21 1.09
O 1.13 -1.19 1.64
O 1.07 -2.63 0.00
H 2.93 -2.61 2.70
I -4.66 -2.69 -4.35
C -2.90 -2.36 -3.34
C -1.61 -2.56 -3.81
N -0.77 -2.20 -2.84
N -1.43 -1.81 -1.74
C -2.73 -1.89 -2.04
H -1.26 -2.92 -4.76
H 0.24 -2.26 -2.84
H -3.48 -1.61 -1.32
*
```

## Properties
**ΔE to the lowest compared entry with this formula, charge and spin**: 0.00 kJ/mol
**E**: -70162.1328 eV
**<S²>**: 6.0399
**Frontier orbital gap (alpha / beta)**: 6.89 / 4.37 eV

[4]
Computed, not measured: a structure of composition C19H16Cl2N4O4PtS, with ωB97M-V/def2-TZVPD.

The geometry in ORCA input format:
```
! wB97M-V def2-TZVPD RIJCOSX def2/J DEFGRID3
* xyz 0 5
Pt -0.86 -0.63 -0.58
O -1.45 -4.50 -1.91
C -1.07 -3.48 -1.33
O -1.91 -2.49 -1.05
C 0.31 -3.28 -0.90
C 1.28 -4.27 -1.00
C 2.53 -4.08 -0.45
C 2.77 -2.87 0.28
C 1.83 -1.89 0.29
N 0.66 -2.01 -0.40
H 1.00 -5.20 -1.49
H 3.28 -4.85 -0.50
H 3.68 -2.73 0.85
H 3.06 -0.33 0.68
O 0.19 1.45 -0.35
N -0.51 2.33 0.28
C 0.10 3.49 0.64
C -0.56 4.46 1.32
C -1.90 4.27 1.68
C -2.52 3.10 1.31
C -1.83 2.12 0.58
S -2.62 0.70 0.01
H 1.14 3.54 0.33
H -0.03 5.37 1.59
H -2.44 5.02 2.24
H -3.55 2.90 1.55
Cl 3.58 1.81 1.45
C 2.14 1.29 2.28
C 1.65 2.11 3.27
C 0.48 1.77 3.94
C -0.16 0.60 3.59
C 0.35 -0.23 2.61
Cl -0.55 -1.69 2.30
C 1.52 0.08 1.89
N 2.13 -0.65 0.90
H 2.19 3.02 3.52
H 0.08 2.41 4.72
H -1.07 0.30 4.09
C -0.95 -0.24 -5.09
C -1.30 -0.66 -3.69
N -2.31 -1.51 -3.52
O -0.62 -0.19 -2.74
H -1.85 0.11 -5.61
H -0.55 -1.09 -5.63
H -0.21 0.55 -5.05
H -2.73 -1.93 -4.33
H -2.42 -1.96 -2.59
*
```

## Properties
**ΔE to the lowest compared entry with this formula, charge and spin**: 52.35 kJ/mol
**E**: -73236.5262 eV
**<S²>**: 6.0443
**Frontier orbital gap (alpha / beta)**: 4.78 / 5.11 eV

[5]
Computed, not measured: a structure of composition C19H16Cl5N2O4S7Zr, with ωB97M-V/def2-TZVPD.

The geometry in ORCA input format:
```
! wB97M-V def2-TZVPD RIJCOSX def2/J DEFGRID3
* xyz -1 1
Zr 0.42 -0.72 1.19
Cl -0.22 -0.63 4.54
C 1.04 0.51 4.18
C 1.40 0.67 2.85
C 2.29 1.70 2.59
Cl 2.64 2.10 0.93
C 2.89 2.46 3.59
Cl 4.02 3.71 3.22
C 2.55 2.22 4.92
Cl 3.28 3.14 6.19
C 1.60 1.25 5.22
Cl 1.12 0.98 6.86
S -5.74 1.70 -1.97
C -4.61 1.09 -0.90
S -4.20 -0.56 -0.73
C -2.82 -0.38 0.34
C -2.50 0.90 0.66
S -1.11 1.38 1.58
S -3.63 2.10 0.07
S -1.98 -1.78 0.91
O 2.07 -1.91 -2.07
S 1.79 -0.74 -1.28
O 2.22 0.51 -1.87
O 2.29 -0.87 0.16
O 0.28 -0.67 -0.94
N -2.75 3.01 -3.04
C -1.66 4.00 -2.77
C -0.61 3.32 -1.91
N -0.19 2.11 -2.53
C -1.20 1.14 -2.82
C -2.26 1.75 -3.72
H -3.53 3.42 -3.56
H -3.17 2.73 -2.14
H -2.12 4.86 -2.28
H -1.24 4.30 -3.74
H -1.03 3.17 -0.90
H 0.24 3.99 -1.79
H 0.77 1.81 -2.47
H -1.69 0.75 -1.91
H -0.74 0.28 -3.31
H -3.13 1.11 -3.85
H -1.84 2.05 -4.68
S 0.89 -2.84 2.48
C 1.37 -4.13 1.37
C 2.11 -5.20 1.90
C 2.50 -6.25 1.10
C 2.17 -6.27 -0.25
C 1.44 -5.22 -0.78
C 1.03 -4.16 0.02
H 2.37 -5.18 2.95
H 3.08 -7.06 1.53
H 2.49 -7.09 -0.88
H 1.18 -5.20 -1.83
H 0.45 -3.37 -0.42
*
```

## Properties
**ΔE to the lowest compared entry with this formula, charge and spin**: 48.69 kJ/mol
**E**: -170879.5502 eV
**Frontier orbital gap**: 6.25 eV